Record 1
Computed, not measured: an isolated molecule of C6H9N, with wB97M-V/def2-TZVPD.

## Properties
molecular weight: 95.14 g/mol
E_HOMO: -7.5 eV
energy above the lowest of the compared OMol25 structures with the same formula, charge and spin: 62.5 kcal per mole
largest force on an atom: 0.0092 hartree/bohr
frontier orbital gap: 8.16 eV

The geometry in ORCA input format:
```
! wB97M-V def2-TZVPD RIJCOSX def2/J DEFGRID3
* xyz 0 1
C 2.383 -0.300 0.353
C 0.984 -0.211 -0.168
C 0.323 -1.072 -1.068
C -0.984 -0.660 -1.336
C -2.209 0.264 0.608
C -1.142 0.548 -0.455
N 0.171 0.772 0.192
H 2.438 -0.011 1.407
H 2.763 -1.318 0.244
H 3.036 0.369 -0.219
H 0.810 -1.958 -1.466
H -2.152 0.972 1.441
H -2.075 -0.750 0.999
H -3.203 0.321 0.161
H -1.400 1.442 -1.038
H 0.406 1.505 0.846
*
```

These are the Löwdin partial charges, in e, on atoms 1 to 6: number 1, C, carries -0.01; number 2, C, carries -0.31; number 3, C, carries -0.13; number 4, C, carries -0.01; number 5, C, carries -0.07; number 6, C, carries -0.42



Record 2
Computed, not measured: an isolated ion of composition C3H4N5O4 and charge +1 in a non-equilibrium geometry, with wB97M-V/def2-TZVPD.

## Properties
molecular weight: 174.10 g/mol
E_HOMO (spin up / spin down): -14.1 / -13.9 eV
energy above the lowest of the compared OMol25 structures with the same formula, charge and spin: 27.0 kcal per mole
SMILES string: NC1=C([N+](=O)[O-])NN=C[N+](=O)O1
largest force on an atom: 0.0717 hartree/bohr
frontier orbital gap (spin up / spin down): 7.09 / 7.41 eV

The geometry in ORCA input format:
```
! wB97M-V def2-TZVPD RIJCOSX def2/J DEFGRID3
* xyz 1 1
C -0.620 2.094 0.041
C 0.852 -0.363 0.159
C -0.443 -0.633 -0.261
N 0.655 1.946 0.039
N 1.351 0.883 -0.101
N -1.164 -1.717 -0.115
N 1.802 -1.368 0.624
N -1.604 1.300 -0.372
O 1.266 -2.436 0.763
O -0.980 0.238 -1.188
O 2.953 -1.062 0.761
O -2.762 1.460 -0.373
H -0.770 3.067 0.414
H 2.300 1.186 -0.088
H -0.839 -2.632 0.343
H -1.996 -1.965 -0.645
*
```

These are the Löwdin partial charges, in e, on atoms 1 to 6: number 1, C, carries -0.05; number 2, C, carries -0.05; number 3, C, carries -0.26; number 4, N, carries 0.14; number 5, N, carries 0.15; number 6, N, carries 0.25



Record 3
Computed, not measured: a 2-piece molecular cluster, C6H16N2O overall in a non-equilibrium geometry, with wB97M-V/def2-TZVPD.

## Properties
molecular weight: 132.21 g/mol
E_HOMO: -6.9 eV
energy above the lowest of the compared OMol25 structures with the same formula, charge and spin: 74.8 kcal per mole
largest force on an atom: 0.0321 hartree/bohr
frontier orbital gap: 7.55 eV

The geometry in ORCA input format:
```
! wB97M-V def2-TZVPD RIJCOSX def2/J DEFGRID3
* xyz 0 1
C 0.680 -1.636 0.545
C 1.443 -0.636 1.346
C 1.376 -2.423 -0.517
N -1.122 -2.989 0.462
N -0.598 -1.835 0.818
H -1.146 -1.058 1.202
H -2.138 -2.914 0.402
H 2.053 -1.134 2.106
H 0.770 0.054 1.856
H 2.117 -0.056 0.715
H 1.967 -3.239 -0.096
H 0.631 -2.857 -1.181
H 2.048 -1.782 -1.090
C -1.505 1.804 0.022
C -0.456 1.493 -1.039
C 0.668 2.523 -1.038
O -2.400 0.707 0.116
H -3.189 0.981 0.595
H -1.014 1.969 0.994
H -2.044 2.722 -0.243
H -0.942 1.465 -2.015
H -0.056 0.497 -0.843
H 0.279 3.522 -1.228
H 1.181 2.535 -0.077
H 1.396 2.289 -1.812
*
```

These are the Löwdin partial charges, in e, on atoms 1 to 6: number 1, C, carries -0.38; number 2, C, carries -0.06; number 3, C, carries -0.06; number 4, N, carries -0.01; number 5, N, carries -0.12; number 6, H, carries 0.14



Record 4
Computed, not measured: a 5-piece molecular cluster, C47H71N2O2 overall in a non-equilibrium geometry, with wB97M-V/def2-TZVPD.

## Properties
molecular weight: 696.10 g/mol
E_HOMO: -10.6 eV
largest force on an atom: 0.1084 hartree/bohr
frontier orbital gap: 8.34 eV

The geometry in ORCA input format:
```
! wB97M-V def2-TZVPD RIJCOSX def2/J DEFGRID3
* xyz 1 1
C 1.063 -3.468 -3.593
C -0.373 -2.738 -3.452
C -1.233 -2.793 -4.805
C -2.512 -1.820 -4.710
C -3.878 -2.695 -4.810
C -4.145 -3.263 -3.300
C -4.955 -2.146 -2.455
C -4.064 -1.486 -1.276
C -4.485 0.092 -1.196
C -4.136 0.564 0.307
C -2.546 0.940 0.305
C -2.393 2.448 -0.235
C -1.634 2.545 -1.684
C -0.257 3.366 -1.585
C -0.160 4.484 -2.741
C 0.084 3.912 -4.222
C -1.225 3.316 -4.951
C -1.016 1.726 -5.123
N 0.911 5.449 -2.360
C 2.215 4.790 -2.070
C 2.125 3.449 -1.183
N 0.984 2.525 -1.574
C 0.974 1.420 -0.548
O 2.196 0.614 -0.691
C 2.619 0.136 0.603
C 1.606 -0.723 1.491
O 3.796 0.400 0.957
H 1.166 -4.098 -4.548
H 1.898 -2.672 -3.637
H 1.279 -4.130 -2.680
H -0.154 -1.644 -3.180
H -0.931 -3.185 -2.549
H -1.589 -3.876 -4.933
H -0.616 -2.494 -5.719
H -2.497 -1.006 -5.519
H -2.476 -1.292 -3.690
H -3.696 -3.565 -5.531
H -4.771 -2.088 -5.198
H -3.119 -3.374 -2.774
H -4.679 -4.270 -3.343
H -5.292 -1.325 -3.189
H -5.904 -2.600 -2.012
H -2.938 -1.580 -1.472
H -4.273 -2.028 -0.283
H -5.580 0.237 -1.493
H -3.767 0.627 -1.928
H -4.779 1.492 0.560
H -4.378 -0.216 1.109
H -2.216 0.883 1.415
H -1.968 0.156 -0.291
H -1.830 3.035 0.584
H -3.425 2.948 -0.317
H -2.396 3.060 -2.383
H -1.443 1.472 -2.032
H -0.274 3.934 -0.577
H -1.167 5.046 -2.736
H 0.432 4.815 -4.858
H 0.912 3.129 -4.308
H -1.226 3.748 -6.025
H -2.216 3.613 -4.471
H -1.169 1.129 -4.154
H -1.740 1.314 -5.926
H 0.051 1.509 -5.515
H 0.616 6.089 -1.610
H 2.823 5.549 -1.442
H 2.861 4.596 -3.004
H 1.993 3.734 -0.078
H 3.156 2.934 -1.256
H 1.217 2.078 -2.479
H 1.011 1.856 0.508
H 0.106 0.689 -0.660
H 1.515 -0.218 2.520
H 0.575 -0.824 0.974
H 2.031 -1.791 1.615
C 5.436 7.932 -3.686
C 6.821 8.038 -3.621
C 7.611 6.893 -3.676
C 7.014 5.642 -3.806
C 5.628 5.537 -3.875
C 4.839 6.681 -3.811
H 4.820 8.825 -3.640
H 7.287 9.013 -3.527
H 8.691 6.975 -3.619
H 7.630 4.750 -3.854
H 5.163 4.561 -3.978
H 3.758 6.598 -3.859
C 0.102 -4.784 2.072
C -0.639 -3.774 1.465
C -1.194 -3.979 0.205
C -1.016 -5.198 -0.444
C -0.278 -6.209 0.165
C 0.284 -6.000 1.421
H 0.537 -4.622 3.053
H -0.784 -2.826 1.974
H -1.767 -3.189 -0.271
H -1.453 -5.360 -1.424
H -0.141 -7.159 -0.340
H 0.864 -6.786 1.893
C 1.633 -5.823 8.251
C 0.733 -6.199 7.258
C 0.490 -5.352 6.181
C 1.155 -4.132 6.092
C 2.058 -3.758 7.083
C 2.294 -4.601 8.164
H 1.820 -6.482 9.092
H 0.220 -7.153 7.324
H -0.217 -5.643 5.411
H 0.970 -3.473 5.250
H 2.577 -2.808 7.013
H 2.993 -4.307 8.939
C 0.463 0.353 10.014
C 0.762 -0.806 9.305
C -0.254 -1.518 8.673
C -1.568 -1.064 8.743
C -1.866 0.098 9.449
C -0.852 0.804 10.088
H 1.254 0.906 10.509
H 1.787 -1.156 9.245
H -0.021 -2.425 8.126
H -2.359 -1.616 8.246
H -2.891 0.452 9.502
H -1.085 1.706 10.643
*
```

These are the Löwdin partial charges, in e, on atoms 1 to 6: number 1, C, carries -0.12; number 2, C, carries -0.26; number 3, C, carries -0.20; number 4, C, carries -0.21; number 5, C, carries -0.19; number 6, C, carries -0.18